21
Properties=species:S:1:pos:R:3 method="wB97M-V/def2-TZVPD" spin_multiplicity=1 homo_ev=-8.273 e_above_lowest_kcal_mol=313.1 e_tot_ev=-14547.883
O -0.63 1.43 -1.05
H -0.94 1.77 -0.21
H -1.25 1.78 -1.69
O 2.27 0.52 1.24
H 2.07 0.44 2.18
H 1.48 0.22 0.80
O 0.38 0.44 -2.42
H 0.07 0.91 -1.65
H 0.05 -0.45 -2.30
O -0.02 -1.46 -1.98
H 0.90 -1.54 -1.72
H -0.51 -1.54 -1.16
O -0.97 0.67 2.76
H -0.16 0.56 2.26
H -0.79 1.40 3.35
O -0.69 -1.62 -0.11
H -1.01 -2.52 -0.22
H -0.77 -1.45 0.83
O 0.32 0.12 0.72
H 0.04 -0.60 0.15
H 0.15 0.91 0.21

---

23
Properties=species:S:1:pos:R:3 method="wB97M-V/def2-TZVPD" total_charge=-2 s2=9.3188 spin_multiplicity=6 homo_ev="-0.049 / 0.070" e_above_lowest_kcal_mol=0.0 e_tot_ev=-48310.196
Dy 0.50 -0.02 -2.06
Cl 1.39 -2.14 -1.22
C 2.26 1.19 -2.99
C -0.82 -0.60 -3.84
H 2.13 1.35 -4.07
H 2.46 2.16 -2.52
H 3.14 0.55 -2.84
H -0.64 0.02 -4.74
H -1.89 -0.56 -3.62
H -0.58 -1.64 -4.10
Sr -1.18 0.89 1.85
C -2.72 -1.13 1.58
C -0.85 1.56 -0.58
H -3.73 -0.77 1.32
H -2.38 -1.83 0.80
H -2.77 -1.65 2.55
H -1.90 1.66 -0.94
H -0.43 2.55 -0.89
N 0.72 0.29 3.22
C 1.37 0.00 4.18
N 2.18 -0.27 5.11
C 1.93 -0.64 6.34
N 1.80 -0.96 7.46

---

19
Properties=species:S:1:pos:R:3 method="wB97M-V/def2-TZVPD" spin_multiplicity=1 homo_ev=-8.851 e_above_lowest_kcal_mol=0.0 e_tot_ev=-37641.328 smiles="FC(F)(F)N1C=CC=C[C@]1(Cl)C(F)(F)F"
C 2.11 0.83 -0.15
C 2.21 -0.60 -0.01
C 0.92 1.39 -0.34
C 1.10 -1.34 -0.03
C -0.34 0.61 -0.43
C -1.40 1.34 0.67
C -1.30 -1.62 -0.06
N -0.17 -0.78 -0.18
F -1.41 2.66 0.48
F -2.65 0.90 0.58
F -0.95 1.10 1.90
F -0.99 -2.90 -0.33
F -1.79 -1.63 1.20
F -2.30 -1.30 -0.86
Cl -1.11 0.92 -2.07
H 3.00 1.43 -0.09
H 3.17 -1.07 0.11
H 0.79 2.46 -0.47
H 1.11 -2.41 0.08

---

126
Properties=species:S:1:pos:R:3 method="wB97M-V/def2-TZVPD" total_charge=+1 spin_multiplicity=1 homo_ev=-11.655 e_tot_ev=-134253.346
C 2.57 -5.01 0.29
C 2.28 -3.46 -0.17
N 2.81 -3.09 -1.54
N 2.22 -3.82 -2.56
C 1.15 -2.92 -3.17
N -0.22 -3.48 -3.47
C -0.88 -3.89 -2.34
C -1.01 -5.54 -2.12
C -1.60 -2.92 -1.22
C 1.76 -2.73 -4.71
C 2.57 -4.18 -4.96
N 1.58 -5.30 -5.21
C 3.51 -3.93 -6.28
C 3.47 -5.13 -7.39
O 3.90 -6.46 -6.89
C 4.58 -4.73 -8.58
F 4.28 -3.41 -9.20
F 4.54 -5.76 -9.67
F 5.92 -4.80 -7.93
C 3.38 -4.16 -3.49
C 4.02 -5.67 -3.46
C 5.07 -5.96 -2.24
O 5.85 -4.77 -1.81
H 2.66 -5.74 -0.64
H 3.51 -5.10 1.00
H 1.59 -5.38 0.86
H 2.86 -2.77 0.61
H 1.14 -3.24 -0.01
H 3.85 -3.10 -1.58
H 1.78 -4.74 -2.37
H 1.17 -1.85 -2.65
H -1.49 -5.99 -3.11
H 0.04 -6.04 -1.99
H -1.69 -5.79 -1.19
H -1.97 -1.88 -1.62
H -2.57 -3.50 -0.85
H -0.96 -2.72 -0.25
H 2.42 -1.78 -4.84
H 0.85 -2.58 -5.44
H 1.34 -5.83 -4.35
H 0.66 -4.90 -5.56
H 4.63 -3.79 -5.96
H 3.19 -2.93 -6.82
H 2.38 -5.19 -7.86
H 3.10 -7.07 -7.01
H 4.20 -3.36 -3.72
H 4.65 -5.79 -4.47
H 3.20 -6.51 -3.41
H 5.88 -6.72 -2.67
H 4.59 -6.52 -1.31
H 6.12 -4.98 -0.85
O -1.09 -0.28 0.85
S -0.78 -0.40 2.26
O -1.33 -1.46 3.08
O -1.07 1.03 2.99
C -2.37 1.60 2.88
C -3.37 0.87 3.75
C 0.98 -0.41 2.46
H -2.69 1.63 1.83
H -2.30 2.64 3.22
H -3.53 -0.16 3.40
H -4.34 1.37 3.73
H -3.02 0.81 4.78
H 1.41 0.41 1.88
H 1.35 -1.37 2.09
H 1.22 -0.30 3.52
O 2.25 -6.39 -12.94
S 2.26 -4.97 -13.17
O 1.07 -4.24 -13.54
O 3.45 -4.61 -14.23
C 3.43 -5.25 -15.50
C 2.35 -4.68 -16.40
C 2.97 -4.17 -11.75
H 3.32 -6.34 -15.39
H 4.41 -5.07 -15.96
H 1.36 -4.90 -16.01
H 2.42 -5.11 -17.40
H 2.44 -3.59 -16.47
H 3.89 -4.68 -11.47
H 2.25 -4.23 -10.93
H 3.16 -3.12 -11.99
O -2.89 4.58 5.00
S -2.58 4.46 6.40
O -3.13 3.40 7.22
O -2.87 5.89 7.13
C -4.17 6.46 7.03
C -5.17 5.72 7.90
C -0.82 4.45 6.61
H -4.49 6.48 5.98
H -4.10 7.49 7.37
H -5.33 4.70 7.55
H -6.14 6.23 7.88
H -4.82 5.66 8.93
H -0.39 5.26 6.03
H -0.45 3.49 6.24
H -0.58 4.55 7.67
O -3.68 5.43 11.19
S -2.90 5.31 12.40
O -1.95 4.23 12.59
O -3.89 5.38 13.69
C -4.96 4.44 13.77
C -4.45 3.06 14.14
C -2.05 6.84 12.68
H -5.53 4.42 12.84
H -5.63 4.79 14.56
H -3.82 2.64 13.35
H -5.29 2.37 14.30
H -3.84 3.10 15.05
H -2.75 7.67 12.57
H -1.26 6.93 11.93
H -1.61 6.83 13.68
O -3.46 8.85 4.70
S -2.99 9.86 3.78
O -3.89 10.57 2.90
O -1.77 9.24 2.89
C -2.01 8.05 2.14
C -2.87 8.32 0.92
C -2.04 11.06 4.67
H -2.47 7.28 2.78
H -1.04 7.67 1.82
H -3.88 8.64 1.20
H -2.97 7.43 0.30
H -2.44 9.13 0.32
H -1.32 10.54 5.32
H -2.73 11.65 5.28
H -1.52 11.71 3.96